# 1
DFT (ωB97M-V/def2-TZVPD) results for a 2-piece molecular cluster, C4H13N2O2 overall in a non-equilibrium geometry.

Output
ΔE to the lowest compared entry with this formula, charge and spin, kJ/mol: 143.2
HOMO, Ha: -0.0915
Orbital gap, eV: 6.17
Net charge: -1
E_LUMO, Eh: 0.1352

Cartesian coordinates (Å):
O1 3.237 -0.962 -0.686
O2 -1.624 -2.747 1.277
N1 0.569 0.267 0.827
N2 -1.776 1.846 -0.677
C1 -0.328 1.940 -0.822
C2 0.450 0.671 -0.615
C3 0.122 -1.120 1.127
C4 -1.313 -1.574 0.700
H1 -0.029 -0.133 -1.161
H2 3.003 -1.860 -0.436
H3 0.799 -1.839 0.651
H4 1.484 0.743 -0.972
H5 0.128 -1.179 2.216
H6 -0.113 2.396 -1.802
H7 0.056 2.758 -0.179
H8 -1.319 -1.652 -0.420
H9 -2.178 1.440 -1.509
H10 -1.982 -0.690 0.948
H11 -2.025 1.267 0.124
H12 -0.055 0.865 1.356
H13 2.895 -0.437 0.054

Atom charges from the Mulliken analysis, given in e for atoms 1 to 5:
1. O -0.674
2. O -0.882
3. N -0.448
4. N -0.593
5. C -1.122

# 2
DFT (ωB97M-V/def2-TZVPD) results for C45H34FeN3O2PS2SbSe4 as an isolated structure in a non-equilibrium geometry.

Output
2S+1: 6
⟨S²⟩: 8.776
HOMO (alpha / beta), Ha: -0.0574 / -0.0544
Orbital gap (alpha / beta), eV: 4.31 / 4.19
Net charge: -2
E_LUMO (alpha / beta), Eh: 0.1011 / 0.0997

Cartesian coordinates (Å):
Sb1 8.137 -18.880 0.910
Se1 7.617 -16.425 1.306
Se2 7.941 -19.600 -1.347
Se3 7.609 -20.883 2.586
Se4 10.352 -18.919 2.083
Fe1 15.730 -17.116 -0.257
S1 21.624 -16.268 -1.639
S2 11.936 -23.629 -1.672
P1 13.426 -15.644 0.478
O1 15.527 -16.093 -1.916
O2 14.977 -14.340 -3.233
N1 17.244 -18.188 -1.447
N2 16.271 -17.663 1.540
N3 14.814 -19.503 -0.910
C1 17.228 -19.528 -1.305
C2 12.065 -13.695 -1.061
C3 14.321 -19.149 2.414
C4 12.017 -14.978 -0.508
C5 22.267 -16.620 -4.099
C6 13.343 -16.078 3.267
C7 13.667 -20.139 -0.817
C8 17.532 -17.605 3.417
C9 18.350 -17.619 -1.813
C10 15.242 -14.852 -2.131
C11 17.226 -22.334 -1.289
C12 10.895 -14.784 3.635
C13 20.774 -17.516 -2.522
C14 10.103 -22.840 0.002
C15 16.415 -12.838 1.428
C16 22.494 -15.799 -3.017
C17 12.697 -16.105 4.508
C18 16.000 -21.583 -1.152
C19 19.583 -18.294 -1.984
C20 18.392 -20.303 -1.454
C21 11.229 -21.936 0.141
C22 21.224 -17.587 -3.793
C23 17.081 -12.625 0.221
C24 16.373 -18.425 3.664
C25 15.446 -14.080 -0.873
C26 14.727 -14.311 0.329
C27 15.614 -18.433 2.502
C28 15.219 -13.593 1.449
C29 9.837 -13.938 -1.935
C30 18.308 -16.153 1.462
C31 13.578 -21.556 -0.825
C32 19.590 -19.648 -1.708
C33 12.271 -22.248 -0.669
C34 17.410 -17.119 2.127
C35 16.508 -13.138 -0.944
C36 15.981 -20.211 -1.090
C37 9.789 -15.255 -1.427
C38 18.368 -21.706 -1.358
C39 14.786 -22.237 -1.002
C40 11.530 -14.727 2.413
C41 11.497 -15.500 4.663
C42 10.894 -15.754 -0.756
C43 12.723 -15.446 2.184
C44 10.351 -23.757 -0.959
C45 10.999 -13.189 -1.811
H1 11.097 -15.355 5.688
H2 9.741 -24.593 -1.301
H3 22.784 -16.650 -5.024
H4 8.955 -13.533 -2.427
H5 11.032 -12.243 -2.327
H6 14.447 -20.215 2.290
H7 17.917 -11.957 0.116
H8 20.505 -20.202 -1.759
H9 16.742 -12.435 2.368
H10 11.044 -14.260 1.576
H11 10.832 -16.727 -0.249
H12 9.187 -22.692 0.550
H13 16.902 -12.944 -1.936
H14 18.910 -16.562 0.669
H15 17.785 -15.236 1.137
H16 18.222 -16.562 -1.985
H17 18.347 -17.440 4.121
H18 19.049 -15.814 2.176
H19 12.778 -19.519 -0.630
H20 20.887 -18.368 -4.479
H21 16.158 -19.009 4.571
H22 12.955 -13.054 -0.923
H23 14.743 -23.321 -1.023
H24 11.242 -21.040 0.811
H25 19.345 -22.149 -1.268
H26 8.852 -15.832 -1.449
H27 13.695 -18.760 1.639
H28 9.909 -14.369 3.790
H29 23.152 -14.942 -2.926
H30 13.140 -16.671 5.352
H31 14.663 -13.695 2.404
H32 17.194 -23.416 -1.071
H33 14.259 -16.655 3.153
H34 13.788 -19.051 3.396

Atom charges from the Mulliken analysis, given in e for atoms 1 to 5:
1. Sb 0.652
2. Se -0.711
3. Se -0.729
4. Se -0.635
5. Se -0.458

# 3
DFT (ωB97M-V/def2-TZVPD) results for an isolated molecule of C5H7N in a non-equilibrium geometry.

Output
ΔE to the lowest compared entry with this formula, charge and spin, kJ/mol: 474.9
HOMO, Ha: -0.3276
Orbital gap, eV: 10.14
E_LUMO, Eh: 0.0449
Structure (SMILES): C1[C@@H]2[C@H]1[C@@H]1N[C@H]21

Cartesian coordinates (Å):
N1 0.622 -1.675 0.076
C1 0.389 1.006 0.115
C2 -0.009 -0.891 -0.987
C3 1.235 -0.463 -0.322
C4 -0.777 0.355 -0.531
C5 -0.759 0.634 0.955
H1 -0.624 -0.159 1.690
H2 -1.462 1.397 1.276
H3 -1.509 0.823 -1.169
H4 -0.219 -1.394 -1.926
H5 0.756 2.036 -0.050
H6 2.137 0.046 -0.137
H7 0.220 -1.713 1.010

Atom charges from the Mulliken analysis, given in e for atoms 1 to 5:
1. N -0.522
2. C -0.113
3. C -0.212
4. C -0.407
5. C -0.299

| no. | E_tot (Eh) |
| --- | --- |
| 1 | -420.16428 |
| 2 | -14297.52836 |
| 3 | -249.29237 |